A 2-piece molecular cluster, C24H28N3S overall in a non-equilibrium geometry, computed with wB97M-V/def2-TZVPD.

## Properties
Highest occupied orbital energy (eV): -10.185
Frontier orbital gap (eV): 5.43
LUMO energy (eV): -4.751
Charge: +1

```
56
Properties=species:S:1:pos:R:3:forces:R:3
S -3.00798 -1.91825 1.26863 0.5040 0.6920 -0.3182
N -3.70400 -1.43295 -1.40664 -0.0091 0.1745 1.0373
N 4.01511 0.23134 -2.27003 -0.7509 1.4946 0.1489
N -1.65353 -0.59199 -0.52468 -1.3179 -1.1706 2.0050
C 2.76738 1.40776 -0.78815 -0.9845 0.9264 1.1792
C -0.42067 2.38329 4.97490 -0.1152 0.2055 0.2719
C -0.12332 1.46721 2.65573 -0.0542 0.1531 -0.0631
C 4.79280 -0.10190 -3.46243 -0.0133 0.1476 -0.2276
C 3.06650 0.11238 -0.21182 -0.0691 -0.6999 0.1775
C -5.42076 -2.44444 0.10463 -0.1480 0.3262 0.0181
C 3.82629 -0.60493 -1.15298 -0.4434 0.1671 0.9998
C -4.37643 -3.03231 1.03863 -0.4911 -0.6529 -0.2324
C 0.16561 2.44721 3.60491 0.1573 0.0122 0.0453
C -3.59311 -0.67984 -2.67166 0.2940 -0.2790 0.1857
C -2.58251 0.44652 -2.53451 -0.0390 0.2260 -0.0369
C -1.35899 -0.09237 -1.80056 0.4391 0.5823 -1.2468
C -2.75585 -1.25531 -0.37834 -0.0452 0.3628 -1.3115
C 3.39615 1.42685 -2.04322 0.9271 -1.5101 -0.2107
C -4.87218 -2.33923 -1.31274 0.5070 0.0390 0.1473
C 2.81962 -0.44196 1.04869 0.1253 0.1598 -0.2818
C 1.03111 3.48089 3.25602 0.0603 -0.1080 0.0860
C 1.40365 2.48650 1.07452 -0.3013 0.0409 0.2880
C 1.61872 3.51324 2.01683 0.0779 -0.0406 -0.6761
C 2.13314 2.50412 -0.16546 0.9189 -1.2085 -0.3014
C 3.99537 -2.43408 0.37483 -0.1551 0.0662 0.1533
C 3.28017 -1.70665 1.33013 0.1352 -0.0874 -0.0778
C 0.47426 1.48079 1.41795 0.2857 0.1354 -0.3148
C 4.28281 -1.89161 -0.85539 0.1668 0.4468 -0.8318
H -0.58755 0.68418 -1.69974 -0.1090 -0.0362 -0.1449
H -0.13884 3.25564 5.56835 -0.0380 -0.0866 -0.0753
H 3.09383 -2.13966 2.30137 -0.0162 -0.0330 0.0469
H -0.06932 1.49696 5.50619 -0.0439 -0.0439 -0.0537
H 5.20330 -1.10732 -3.39566 -0.1410 0.0913 0.1858
H 3.40574 2.25190 -2.73200 0.1618 -0.0706 -0.3528
H -3.02438 1.26033 -1.94883 0.0810 -0.0807 0.0219
H 2.29231 0.12387 1.79428 -0.0621 -0.0609 0.1145
H -2.31202 0.87300 -3.51084 -0.1347 -0.2624 0.1714
H 1.26045 4.24763 3.97819 0.0054 0.1410 0.0702
H 4.85359 -2.43756 -1.58465 0.1672 -0.2405 -0.0904
H -0.90979 -0.90896 -2.38043 0.0780 0.0858 -0.2683
H -4.55922 -3.32444 -1.66902 -0.1049 -0.1787 0.0227
H 4.33206 -3.43118 0.61224 0.0669 -0.0703 -0.0355
H -0.83359 0.69613 2.90314 -0.1434 -0.2002 -0.0672
H -5.64943 -2.00219 -2.00715 0.2087 0.2097 0.1640
H 2.34920 3.46834 -0.59513 -0.0996 0.3574 -0.1838
H -4.57991 -0.30104 -2.95911 0.0616 -0.0066 0.2158
H -3.98293 -3.96796 0.63398 -0.1554 -0.0475 0.0019
H 0.20800 0.73836 0.68595 -0.1298 -0.3402 -0.1203
H 4.16206 -0.04350 -4.34760 -0.0559 -0.0492 0.0382
H -5.67045 -1.43566 0.45586 -0.0575 -0.1152 -0.0376
H -3.28683 -1.37298 -3.46086 0.0513 0.0036 -0.0786
H -4.80150 -3.26726 2.02013 0.1846 0.2356 -0.0827
H -6.35314 -3.02718 0.13330 0.3565 -0.0078 -0.1759
H 2.29342 4.30884 1.75680 0.1837 0.2873 0.0079
H -1.51024 2.34066 4.93503 0.0159 -0.0698 -0.0032
H 5.61583 0.60078 -3.58154 0.0076 -0.0126 0.0966
```
Positions in Å, forces in eV/Å.

Here are the natural (NBO) charges for atoms 1 to 6, given in e: atom 1 (S): 0.268, atom 2 (N): -0.467, atom 3 (N): -0.273, atom 4 (N): -0.573, atom 5 (C): -0.196, atom 6 (C): -0.646

One molecule with the formula C24H28N4O2 in a non-equilibrium geometry, computed with wB97M-V/def2-TZVPD.

## Properties
Highest occupied orbital energy (eV): -7.944
Frontier orbital gap (eV): 8.54
LUMO energy (eV): 0.597
Structure (SMILES): Cc1ccc(-c2nn(-c3ccccc3)cc2C(=O)NCCCN2CCOCC2)cc1

```
58
Properties=species:S:1:pos:R:3:forces:R:3
O -2.72048 -2.84747 -4.09970 0.0295 -0.0866 0.0737
O 1.25909 2.96608 -0.72344 0.2233 0.2450 0.0988
N -1.58423 -0.33147 -3.25583 -0.1463 -0.0546 0.1004
N 0.91716 -0.43966 2.08288 0.0412 0.1737 0.5841
N -0.29250 1.65436 -1.70457 -0.1017 -0.0653 -0.0532
N 0.99345 -1.22445 1.00640 -0.1732 0.8544 -0.5432
C 1.15120 -3.46142 0.05508 -0.0162 0.2527 0.0471
C -0.49929 2.49817 -2.85519 0.2279 0.1348 -0.2057
C 0.75716 0.82778 0.23365 0.1803 -0.5011 0.2282
C 1.32103 -4.82057 0.24579 0.0149 -0.0502 0.0452
C -1.62792 0.71429 -4.27433 0.3168 0.1362 -0.2038
C 0.91037 3.21456 2.31385 -0.0034 -0.1284 -0.0502
C -3.55286 -1.74321 -3.81359 -0.0774 0.2625 0.2334
C 0.61843 1.93063 -0.74585 -0.2933 -0.1009 -0.1803
C -1.47143 -2.42452 -4.60261 0.2570 0.1526 0.0355
C 1.51413 -4.48023 2.60864 -0.0094 -0.0548 -0.1079
C -2.88519 -0.80429 -2.80219 -0.2341 -0.2984 -0.1795
C 0.36079 3.89152 4.56646 0.0533 0.0107 -0.0350
C 1.34640 -3.12149 2.43084 -0.0144 0.1867 -0.0595
C 0.24050 1.57160 3.92937 -0.0043 0.0003 -0.1460
C 1.50245 -5.33525 1.51807 0.0108 -0.1131 0.0042
C 1.16406 -2.60312 1.15050 0.1187 -0.9101 0.2681
C -0.76661 -1.48198 -3.61797 -0.0900 -0.2313 -0.1786
C 0.18598 4.96983 5.59244 -0.0715 -0.0033 -0.0342
C 0.76741 4.19815 3.27381 -0.0625 -0.0121 0.1737
C 0.10162 2.56161 4.87956 0.0265 0.0555 -0.0010
C 0.64277 1.88469 2.63000 -0.0616 0.3414 0.4401
C 0.88880 -0.49474 -0.12914 0.0125 0.3029 0.1568
C 0.78562 0.80745 1.66156 0.1064 -0.5043 -0.6754
C -0.44500 1.68074 -4.14539 -0.3574 0.0170 0.1620
H 0.03879 0.54057 4.17566 -0.0350 -0.0753 0.0480
H 0.95205 -0.92663 -1.10660 0.0007 -0.1262 -0.1918
H 0.49545 1.12880 -4.17846 0.0889 0.0085 -0.0644
H -2.72350 -1.35525 -1.86923 -0.1043 0.0184 -0.0068
H 1.24331 3.47715 1.32277 0.0355 -0.0173 -0.0755
H -0.82586 5.37423 5.53884 -0.0327 0.0734 0.0633
H 0.28606 3.25893 -2.84169 -0.1756 -0.0452 -0.0134
H -0.46573 2.36282 -4.99667 0.0493 0.0040 -0.0565
H -0.77254 0.76388 -1.74184 0.0906 0.0133 0.1260
H -2.55209 1.28140 -4.13867 -0.0229 -0.0266 -0.0560
H -3.53056 0.05055 -2.59429 -0.0070 -0.0071 0.0421
H 1.63403 -6.39733 1.65810 0.0104 -0.0903 0.0104
H 0.88275 5.78683 5.41863 0.0267 0.0728 0.0442
H 1.65617 -4.87471 3.60348 0.0105 -0.0129 0.0864
H -0.21258 2.30237 5.88128 -0.0215 -0.0249 0.0917
H 0.33981 4.58038 6.59641 0.0090 0.0345 0.0803
H -4.47657 -2.15770 -3.40738 -0.0067 0.0969 -0.0468
H 1.30940 -5.48108 -0.60844 -0.0023 -0.0389 -0.0692
H -3.78169 -1.19583 -4.74181 -0.0227 -0.0508 0.0528
H 1.01074 -3.08179 -0.94490 -0.0255 0.0577 -0.0926
H 0.98132 5.22558 3.01461 0.0371 0.1015 -0.0225
H -0.56649 -2.03970 -2.69695 0.1000 -0.0417 -0.0452
H -1.63801 0.30246 -5.29356 -0.1255 0.0264 0.0412
H -1.61090 -1.92591 -5.57470 0.0187 -0.0709 0.0561
H 0.17878 -1.13857 -4.04027 0.0699 -0.0351 0.0337
H -0.88276 -3.33051 -4.75486 0.0339 0.0919 -0.0508
H 1.35414 -2.43770 3.26397 0.0087 -0.0021 0.0610
H -1.47104 3.00224 -2.77845 0.0894 0.0541 -0.0437
```
Positions in Å, forces in eV/Å.

Here are the natural (NBO) charges for atoms 1 to 6, given in e: atom 1 (O): -0.524, atom 2 (O): -0.636, atom 3 (N): -0.479, atom 4 (N): -0.267, atom 5 (N): -0.627, atom 6 (N): -0.188

One molecule with the formula C24H28N4O4, computed with wB97M-V/def2-TZVPD.

## Properties
Highest occupied orbital energy (eV): -8.272
Frontier orbital gap (eV): 8.56
LUMO energy (eV): 0.286
Structure (SMILES): COCCn1c(=O)[nH]c2cc(C(=O)N3CCN(c4cccc(C)c4C)CC3)ccc2c1=O

```
60
Properties=species:S:1:pos:R:3:forces:R:3
O -1.22990 3.29567 -1.89462 -0.0074 -0.0123 -0.3199
O 4.92303 -0.21521 -0.86442 -0.0426 0.1376 -0.0069
O 4.68446 -2.50497 -3.36571 -0.1429 0.0872 -0.0122
O 2.01201 -3.69973 -0.65667 0.0149 -0.3246 -0.0421
N -1.37085 3.16358 0.35236 -0.1812 0.1014 0.1485
N 1.17485 -1.60784 -0.67544 -0.3187 -0.1549 -0.0352
N 3.47503 -1.96007 -0.80244 0.1918 -0.0872 0.0156
N -3.23980 1.96750 1.74692 -0.1808 -0.0150 0.0238
C 2.77993 1.67213 -0.90301 -0.0612 -0.1926 0.0357
C 0.21868 0.60208 -0.73139 0.0376 0.0898 -0.0056
C 5.90859 -1.80954 -3.46481 0.0902 0.0986 0.0245
C 4.57405 -2.90407 -0.92868 0.2942 -0.2586 -0.3417
C -3.44317 -0.41086 3.31058 -0.0172 -0.0099 -0.0670
C -3.72451 3.13813 1.04422 -0.1045 0.1634 0.0350
C -3.19731 0.64723 -0.32378 -0.0772 0.0217 -0.0306
C -0.80203 2.87256 -0.83783 0.1086 -0.0380 0.0917
C 4.63663 -3.47642 -2.35635 -0.0968 -0.1394 0.2631
C 2.61236 0.28917 -0.82936 -0.3712 0.1878 -0.0143
C -2.07575 2.31173 2.53306 0.1932 0.0509 -0.0155
C -3.15294 -0.58238 -0.95502 -0.0687 0.0306 -0.0283
C -3.14358 -1.68696 1.17952 0.1093 -0.0007 -0.1234
C 0.40133 1.97336 -0.78960 0.2000 -0.3275 -0.2710
C 2.20833 -2.50786 -0.71699 -0.3487 0.1826 0.1386
C -3.11707 -2.96113 1.96995 -0.0346 0.0344 -0.0104
C 3.77312 -0.60385 -0.84166 0.0198 0.0837 0.0696
C -3.08975 -1.74254 -0.20742 0.0253 -0.0014 -0.0496
C -0.88054 2.71971 1.63542 0.1983 -0.1176 0.2958
C -2.57589 3.96306 0.40961 -0.1401 0.1034 -0.1903
C -3.20738 0.73057 1.06737 -0.0784 -0.2002 -0.0867
C 1.32278 -0.24520 -0.75036 0.4319 0.5072 -0.0051
C 1.68605 2.50969 -0.88588 -0.0733 0.0653 0.0306
C -3.24277 -0.45254 1.82354 0.0689 0.0505 0.0147
H -2.51531 -0.60683 3.85015 0.0380 0.0041 0.1195
H -3.83195 0.55777 3.61177 0.0086 0.0320 0.0657
H -4.24932 3.76284 1.77748 -0.0050 0.0013 -0.1385
H -3.02083 -2.70089 -0.70169 -0.0151 -0.1167 -0.0342
H -3.14063 -0.62696 -2.03419 0.0071 0.0018 -0.0984
H -4.15918 -1.17487 3.60691 -0.0118 -0.0531 0.0857
H -3.20038 1.53853 -0.93069 0.0160 0.1413 -0.0506
H 0.24378 -2.00098 -0.62588 0.1879 -0.0486 0.0097
H 6.75227 -2.50796 -3.51531 0.0048 -0.0078 -0.0399
H 3.78488 2.05862 -0.97396 0.0870 0.0288 -0.0028
H 5.50473 -4.14994 -2.41861 -0.0705 0.0220 0.0021
H -2.36984 -2.91486 2.76052 0.0202 -0.0659 0.0887
H 1.81265 3.57910 -0.95070 0.0312 0.1146 -0.0204
H -2.35874 3.14513 3.18357 0.0476 -0.0698 0.0413
H -1.77760 1.47374 3.15891 -0.0205 0.0741 0.0812
H 5.48932 -2.36579 -0.67942 -0.1532 -0.1076 0.0199
H -0.30928 3.52547 2.11670 0.0073 -0.1079 0.0217
H 4.41328 -3.72606 -0.22900 0.0643 0.0885 -0.0529
H 3.72546 -4.04851 -2.54755 0.1575 -0.0253 0.0699
H -2.37359 4.85912 1.00674 -0.0215 -0.0158 -0.0564
H -4.08525 -3.14463 2.43614 -0.0375 -0.0703 0.0890
H 6.05588 -1.12100 -2.62718 0.0235 -0.0744 -0.0733
H 5.85556 -1.23838 -4.38971 0.0956 0.0102 0.0094
H -0.77547 0.18466 -0.67196 -0.0793 -0.0357 0.0409
H -0.21267 1.87079 1.48528 -0.0765 0.1340 0.0846
H -4.45163 2.82520 0.29635 0.0303 0.0454 0.0409
H -2.88807 -3.80514 1.32427 0.0096 -0.0638 0.0003
H -2.81608 4.26682 -0.61004 0.0161 0.0483 0.1652
```
Positions in Å, forces in eV/Å.

Here are the natural (NBO) charges for atoms 1 to 6, given in e: atom 1 (O): -0.613, atom 2 (O): -0.604, atom 3 (O): -0.537, atom 4 (O): -0.623, atom 5 (N): -0.433, atom 6 (N): -0.613

C24H28NO3Zr as an isolated structure in a non-equilibrium geometry, computed with wB97M-V/def2-TZVPD.

## Properties
Highest occupied orbital energy (eV): -9.623
Frontier orbital gap (eV): 4.98
LUMO energy (eV): -4.648
Charge: +1

```
57
Properties=species:S:1:pos:R:3:forces:R:3
Zr -1.11521 0.75798 0.34380 3.9796 0.9314 -0.9616
O 0.88542 2.32482 2.48341 -0.1283 -0.2502 -0.9709
O 2.79433 -2.18554 -0.68146 -1.1609 3.6174 -1.4135
O 2.01910 2.33308 0.55910 0.4670 -0.3811 -0.1334
N 4.77293 -2.36494 -1.57155 -0.1686 0.9854 0.6577
C 3.00904 -0.26907 -2.01575 0.3523 1.0754 -0.8884
C 0.16637 1.86947 -1.46750 -0.3537 0.5233 -1.3903
C 4.81174 -3.21170 -0.28711 -0.7344 0.7285 0.2175
C -1.04578 0.06968 -2.15717 -0.0961 0.1202 -0.0943
C 1.56631 -0.01099 -2.79451 1.0030 -0.9838 0.0349
C -1.13469 -0.02491 2.51737 -1.0623 -1.4343 0.5434
C 1.77905 -5.42746 -1.17939 0.4188 0.0028 0.1753
C -1.99208 1.07474 -1.78008 0.3230 1.1408 -0.4399
C 0.31315 0.54514 -2.02934 -1.1689 0.4376 0.5815
C -0.88804 -1.73112 0.95375 -0.3532 0.3691 0.5075
C 2.90255 -4.61466 -1.27392 0.4286 0.4347 0.7286
C 1.70908 -5.09938 1.19855 0.1156 -0.2231 -0.3353
C -2.43287 -0.23386 1.87066 0.6503 -1.7639 0.9346
C 1.30053 -1.29350 -3.58583 -0.2786 -0.3106 0.0187
C 2.81732 -4.25092 1.13025 0.9089 0.9743 -1.2691
C 1.20257 -5.73308 0.06023 0.1927 0.4418 -0.1141
C 0.95248 2.01857 1.30208 -1.3285 -0.6268 0.8204
C -0.20476 -0.94897 1.92996 -0.8755 0.0475 0.6028
C 3.56012 -1.62450 -1.49258 -1.9117 -1.6783 2.5139
C -1.22943 2.25382 -1.36591 0.0565 -0.8515 -1.2735
C 3.46473 -3.94079 -0.13850 -0.5350 -3.4589 0.7138
C 1.81947 1.05904 -3.89086 -0.0413 0.3159 -0.0204
C -2.25137 -1.32272 0.91185 -0.3141 0.5936 1.0661
C 3.15074 2.94944 1.22562 -0.2508 0.1839 -0.0586
H 2.00634 2.06099 -3.48769 0.0434 -0.1942 -0.0170
H 2.92581 0.39949 -1.13219 0.6850 -0.4471 -0.3713
H -1.68156 3.25311 -1.20515 0.6466 -0.7362 0.0821
H 0.47902 -1.15864 -4.29815 -0.0148 -0.1121 0.1776
H 3.41072 2.44107 2.15196 -0.2024 0.0071 -0.0109
H 1.23591 -5.31124 2.15979 0.2463 0.1742 -0.1748
H 3.76308 0.09310 -2.73281 -0.2718 0.4159 0.3670
H 0.99557 2.56377 -1.41621 -0.2457 -0.1671 0.4210
H -3.39089 0.22998 2.14617 0.5528 -0.1747 -0.1578
H 3.10168 -3.67316 2.01843 0.1585 -0.4488 -0.2449
H -3.09307 1.09148 -1.86774 0.8044 -0.4083 -0.1033
H 5.70234 -3.85218 -0.11764 -0.5561 0.3189 -0.9801
H 0.93967 1.12542 -4.55639 0.2686 -0.0014 0.3699
H 0.80319 -1.18355 2.27256 -0.2105 0.5448 -0.2711
H 1.11804 -2.16901 -2.95196 -0.0450 0.1760 -0.0661
H 2.90112 3.99159 1.40969 0.1321 0.0060 0.1970
H 5.64580 -1.84448 -1.68243 -0.4733 -0.1467 -0.4114
H 2.67041 0.77937 -4.52550 -0.1740 -0.0089 0.2495
H 1.37660 -5.84852 -2.09665 0.0065 -0.0432 0.1448
H 3.97427 2.88365 0.52431 0.0158 -0.0055 -0.1050
H -3.07071 -1.83020 0.39799 0.4343 0.4084 -0.1121
H 3.30194 -4.30857 -2.24372 -0.0892 -0.4923 0.1276
H 0.37498 -6.43360 0.12643 0.0978 0.1652 0.0232
H 2.19310 -1.50326 -4.19558 -0.2309 0.0236 0.2395
H 4.84446 -2.44114 0.48927 0.0557 -0.3047 0.3515
H -0.44635 -2.60919 0.48139 -0.0990 0.4705 -0.2732
H -0.96845 0.62331 3.38202 0.1566 -0.0594 -0.6167
H -1.34279 -0.86650 -2.62796 0.1741 0.0788 0.4116
```
Positions in Å, forces in eV/Å.

Here are the natural (NBO) charges for atoms 1 to 6, given in e: atom 1 (Zr): 1.939, atom 2 (O): -0.629, atom 3 (O): -0.592, atom 4 (O): -0.556, atom 5 (N): -0.612, atom 6 (C): -0.465